Entry 1:
Formula: C26H53N15O11
Source: the Open Molecules 2025 dataset
Level of theory: the ωB97M-V functional and the def2-TZVPD basis

Output
Structure (SMILES): Cc1ccc(C(C)C)c(OCC2=C(CCCCN)C(=O)OC2=O)c1.NC(N)=O.NC(N)=O.NC(N)=O.NC(N)=O.NC(N)=O.NC(N)=O.NC(N)=O
Kohn-Sham gap, eV: 6.883
Electronic energy, eV: -72696.1345

Last column: Löwdin charge in e.
Atoms and positions in Å:
C: -0.329 3.558 1.256  -0.081
C: -1.218 2.440 2.018  -0.208
C: -2.145 2.753 3.218  -0.026
C: -2.941 1.572 3.894  -0.003
C: -2.840 0.085 3.396  -0.045
C: -3.682 -1.126 4.070  -0.313
C: -4.674 -0.565 5.236  -0.128
C: -4.685 -1.764 2.952  -0.095
C: -1.893 -0.226 2.172  -0.155
O: -1.844 -1.584 1.746  -0.097
C: -0.515 -1.979 1.340  -0.108
C: -0.092 -3.430 1.940  0.027
C: 1.097 -4.035 1.465  -0.040
C: 2.190 -3.577 0.400  -0.123
C: 1.608 -3.160 -1.037  -0.209
C: 2.516 -3.598 -2.281  -0.191
C: 2.280 -5.157 -2.652  -0.273
N: 1.025 -5.332 -3.476  -0.042
C: 1.220 -5.397 2.299  -0.282
O: 2.142 -6.228 2.214  0.098
O: 0.078 -5.416 3.187  0.048
C: -0.855 -4.317 3.037  -0.249
O: -1.932 -4.135 3.623  0.125
C: -1.146 0.960 1.527  -0.009
H: -0.756 3.823 0.225  0.079
H: -0.134 4.477 1.904  0.076
H: 0.702 3.065 1.063  0.062
H: -2.272 3.819 3.609  0.064
H: -3.634 1.880 4.761  0.074
H: -3.002 -1.933 4.509  0.117
H: -5.318 -1.447 5.613  0.080
H: -5.430 0.173 4.768  0.086
H: -4.116 -0.022 6.071  0.067
H: -5.685 -2.098 3.390  0.071
H: -4.218 -2.660 2.407  0.071
H: -4.938 -0.975 2.140  0.050
H: 0.318 -1.266 1.653  0.142
H: -0.564 -2.148 0.196  0.136
H: 2.937 -4.450 0.276  0.121
H: 2.793 -2.717 0.869  0.127
H: 1.405 -2.020 -1.021  0.113
H: 0.573 -3.654 -1.161  0.118
H: 2.151 -3.011 -3.211  0.116
H: 3.618 -3.325 -2.154  0.091
H: 3.149 -5.472 -3.328  0.104
H: 2.165 -5.780 -1.704  0.112
H: 1.164 -4.934 -4.431  0.036
H: 0.878 -6.347 -3.651  0.061
H: -0.477 0.763 0.613  0.112
N: -3.972 1.862 0.149  0.188
C: -5.226 1.387 0.312  -0.668
N: -6.183 2.123 -0.305  0.152
O: -5.476 0.379 0.964  -0.006
H: -3.762 2.689 -0.383  0.067
H: -3.221 1.353 0.589  0.056
H: -7.136 1.815 -0.216  0.099
H: -5.979 2.951 -0.839  0.052
N: 4.276 1.394 0.184  0.166
C: 3.660 2.462 -0.380  -0.699
N: 4.483 3.509 -0.630  0.154
O: 2.464 2.475 -0.639  -0.006
H: 5.257 1.375 0.399  0.085
H: 3.710 0.588 0.391  0.096
H: 4.076 4.328 -1.049  0.102
H: 5.467 3.499 -0.417  0.043
N: -4.936 5.326 4.987  0.161
C: -4.469 6.078 3.961  -0.687
N: -5.222 7.173 3.682  0.148
O: -3.456 5.794 3.339  0.011
H: -5.767 5.553 5.502  0.097
H: -4.413 4.502 5.234  0.101
H: -4.917 7.765 2.928  0.100
H: -6.054 7.411 4.189  0.094
N: -4.218 6.579 -0.605  0.167
C: -4.715 5.645 -1.450  -0.662
N: -5.281 6.151 -2.574  0.156
O: -4.657 4.446 -1.219  0.012
H: -4.261 7.565 -0.787  0.096
H: -3.786 6.253 0.246  0.107
H: -5.665 5.496 -3.235  0.110
H: -5.332 7.134 -2.770  0.096
N: 7.537 -2.815 -0.795  0.149
C: 6.455 -2.093 -1.183  -0.705
N: 6.298 -2.001 -2.528  0.150
O: 5.689 -1.569 -0.390  0.014
H: 8.170 -3.248 -1.441  0.092
H: 7.698 -2.913 0.194  0.107
H: 5.509 -1.475 -2.867  0.107
H: 6.923 -2.429 -3.186  0.093
N: 9.221 1.826 -0.600  0.158
C: 8.142 2.548 -0.987  -0.675
N: 7.983 2.640 -2.330  0.162
O: 7.376 3.074 -0.191  0.010
H: 9.853 1.392 -1.246  0.096
H: 9.382 1.728 0.389  0.111
H: 7.195 3.167 -2.669  0.109
H: 8.607 2.211 -2.988  0.096
N: 0.078 -6.978 -7.448  0.151
C: 0.067 -5.622 -7.398  -0.689
N: -0.833 -5.040 -8.228  0.151
O: 0.806 -4.981 -6.667  0.013
H: -0.526 -7.512 -8.046  0.095
H: 0.729 -7.459 -6.850  0.106
H: -0.880 -4.035 -8.229  0.109
H: -1.443 -5.561 -8.832  0.095

Entry 2:
Formula: C26H54F16N11O34S16
Source: the Open Molecules 2025 dataset
Level of theory: the ωB97M-V functional and the def2-TZVPD basis

Output
Kohn-Sham gap, eV: 0.562
Electronic energy, eV: -330659.8166
Total charge: -5

Last column: Löwdin charge in e.
Atoms and positions in Å:
C: 2.827 1.443 -9.948  -0.001
C: 2.747 -0.112 -9.793  -0.383
C: 1.591 -0.713 -10.694  -0.091
C: 2.000 -0.701 -12.171  -0.179
C: 3.342 -1.329 -12.413  -0.127
C: 4.557 -0.949 -11.555  -0.433
N: 4.090 -0.847 -10.114  0.133
O: 4.685 -1.645 -9.175  0.191
C: 5.294 0.327 -11.956  0.001
C: 5.455 -2.215 -11.722  -0.032
C: 2.418 -0.396 -8.346  -0.044
H: 2.911 1.774 -10.983  0.068
H: 3.572 1.968 -9.351  0.103
H: 1.864 1.897 -9.712  0.105
H: 0.636 -0.191 -10.633  0.140
H: 1.360 -1.708 -10.314  0.134
H: 1.608 0.234 -12.573  0.118
H: 1.297 -1.363 -12.676  0.124
H: 3.743 -1.241 -13.423  0.141
H: 3.167 -2.389 -12.227  0.134
H: 4.641 1.160 -12.215  0.085
H: 6.117 0.104 -12.635  0.101
H: 5.922 0.760 -11.177  0.100
H: 6.447 -1.972 -11.341  0.092
H: 5.659 -2.569 -12.733  0.102
H: 5.118 -3.120 -11.216  0.099
H: 1.501 -0.037 -7.879  0.118
H: 3.180 0.007 -7.678  0.103
H: 2.361 -1.462 -8.128  0.100
C: 2.800 -2.666 1.678  -0.002
C: 1.282 -3.041 1.594  -0.409
C: 0.889 -4.346 2.416  -0.113
C: 1.017 -4.233 3.939  -0.160
C: 0.141 -3.058 4.410  -0.130
C: 0.508 -1.751 3.805  -0.413
N: 0.577 -1.940 2.271  0.107
O: 0.170 -0.875 1.527  0.175
C: 1.880 -1.119 4.274  0.014
C: -0.521 -0.656 4.077  -0.026
C: 0.956 -3.355 0.123  -0.017
H: 3.465 -3.369 1.177  0.106
H: 3.390 -2.560 2.588  0.086
H: 3.023 -1.711 1.203  0.098
H: 1.364 -5.262 2.064  0.130
H: -0.160 -4.581 2.236  0.129
H: 2.050 -4.132 4.270  0.116
H: 0.672 -5.212 4.269  0.125
H: 0.247 -3.131 5.492  0.145
H: -0.904 -3.301 4.216  0.139
H: 2.440 -0.545 3.535  0.099
H: 2.476 -1.809 4.872  0.094
H: 1.692 -0.469 5.129  0.100
H: -0.235 0.364 3.817  0.100
H: -0.900 -0.646 5.099  0.116
H: -1.406 -0.936 3.506  0.097
H: -0.099 -3.429 -0.139  0.103
H: 1.310 -4.321 -0.237  0.101
H: 1.472 -2.619 -0.492  0.087
C: -1.871 5.616 -1.509  -0.077
C: -2.398 6.345 -0.236  -0.220
C: -3.303 7.526 -0.605  -0.107
N: -4.316 7.875 0.514  -0.246
C: -5.343 6.786 0.637  0.012
C: -5.100 9.208 0.373  -0.068
C: -4.743 10.011 1.686  -0.131
C: -4.274 8.981 2.741  -0.125
C: -3.603 7.905 1.872  -0.094
H: -1.456 4.663 -1.181  0.088
H: -1.016 6.192 -1.863  0.073
H: -2.631 5.576 -2.288  0.076
H: -1.543 6.680 0.351  0.119
H: -2.893 5.503 0.248  0.113
H: -3.769 7.456 -1.587  0.129
H: -2.704 8.436 -0.632  0.128
H: -4.988 5.892 1.149  0.112
H: -5.702 6.508 -0.354  0.121
H: -6.100 7.172 1.319  0.111
H: -6.175 9.030 0.361  0.117
H: -4.803 9.720 -0.543  0.121
H: -5.589 10.631 1.983  0.112
H: -3.952 10.682 1.350  0.108
H: -5.058 8.562 3.372  0.122
H: -3.556 9.459 3.408  0.126
H: -3.522 6.885 2.248  0.144
H: -2.624 8.364 1.732  0.135
N: -2.040 -7.413 -8.094  -0.250
S: -0.531 -7.988 -8.664  0.533
O: -0.548 -9.288 -9.227  -0.283
O: 0.627 -7.483 -7.949  -0.312
F: -0.366 -6.951 -9.925  -0.264
S: -1.941 -8.342 -6.865  0.407
O: -1.294 -7.879 -5.693  -0.282
O: -2.071 -9.802 -6.994  -0.306
F: -3.372 -7.789 -6.341  -0.244
N: 9.491 -3.513 3.484  -0.255
S: 9.199 -3.145 4.937  0.418
O: 10.302 -3.391 5.929  -0.350
O: 7.859 -3.158 5.460  -0.288
F: 9.483 -1.592 4.687  -0.226
S: 9.064 -5.129 3.762  0.527
O: 7.702 -5.453 3.794  -0.276
O: 9.972 -5.987 4.566  -0.316
F: 9.400 -5.559 2.248  -0.235
N: 0.559 7.341 8.430  -0.275
S: -0.581 6.366 8.514  0.372
O: -0.314 5.009 8.712  -0.249
O: -1.817 6.662 7.752  -0.349
F: -1.015 6.926 9.954  -0.229
S: 1.224 6.633 7.067  0.564
O: 0.350 6.295 5.923  -0.318
O: 2.204 5.598 7.447  -0.317
F: 2.187 7.813 6.664  -0.200
N: -7.088 -1.538 -2.102  -0.263
S: -5.833 -1.037 -1.480  0.426
O: -5.852 -0.109 -0.326  -0.326
O: -4.744 -0.898 -2.446  -0.334
F: -5.424 -2.430 -0.724  -0.227
S: -7.878 -0.014 -2.208  0.623
O: -7.218 1.244 -2.596  -0.331
O: -9.035 0.203 -1.339  -0.313
F: -8.672 -0.414 -3.587  -0.254
N: -6.685 -9.658 1.084  -0.234
S: -5.437 -10.271 1.428  0.297
O: -5.107 -11.418 0.640  -0.301
O: -4.849 -10.126 2.713  -0.288
F: -4.528 -9.175 0.590  -0.249
S: -7.599 -10.941 1.817  0.652
O: -7.187 -11.540 3.114  -0.314
O: -8.330 -11.699 0.767  -0.334
F: -8.855 -10.087 2.350  -0.228
N: 7.454 3.232 -1.226  -0.273
S: 6.460 4.084 -0.232  0.556
O: 4.984 3.853 -0.212  -0.324
O: 6.867 5.437 0.095  -0.305
F: 6.883 3.361 1.151  -0.215
S: 7.121 4.053 -2.481  0.478
O: 7.793 5.390 -2.512  -0.343
O: 5.851 3.876 -3.169  -0.319
F: 8.071 3.181 -3.497  -0.256
N: -8.921 1.276 7.076  -0.276
S: -7.674 0.768 8.225  0.582
O: -6.397 1.424 8.181  -0.287
O: -7.662 -0.710 8.471  -0.338
F: -8.255 1.345 9.557  -0.198
S: -8.127 0.851 5.874  0.389
O: -7.743 -0.535 5.644  -0.296
O: -7.261 1.879 5.322  -0.324
F: -9.462 1.043 4.972  -0.251
N: 2.878 -0.396 14.802  -0.283
S: 3.385 -0.622 13.185  0.570
O: 2.276 -0.960 12.296  -0.299
O: 4.585 -1.349 12.920  -0.294
F: 3.807 0.889 12.900  -0.196
S: 3.328 -1.685 15.396  0.373
O: 4.471 -1.631 16.247  -0.313
O: 3.039 -2.915 14.723  -0.303
F: 2.163 -1.683 16.537  -0.256

Entry 3:
Formula: C26H55BClNO10P
Source: the Open Molecules 2025 dataset
Level of theory: the ωB97M-V functional and the def2-TZVPD basis

Output
Kohn-Sham gap, eV: 5.772
Electronic energy, eV: -72312.0109
Total charge: -1

Last column: Löwdin charge in e.
Atoms and positions in Å:
C: 0.942 3.627 -0.451  -0.135
C: -0.585 3.686 -0.602  -0.165
B: -1.283 2.381 -1.219  -0.792
O: -2.677 2.352 -1.094  0.073
N: -0.646 1.335 -1.916  -0.156
P: -0.138 0.091 -1.125  0.508
O: -0.284 0.476 0.515  -0.406
Cl: 2.120 0.173 -1.253  0.090
H: 1.374 2.840 -1.056  0.015
H: 1.210 3.459 0.587  0.056
H: 1.397 4.562 -0.768  0.057
H: -0.874 4.539 -1.216  0.086
H: -1.016 3.881 0.382  0.085
H: -2.956 3.076 -0.535  0.050
H: 0.441 1.041 0.808  -0.004
C: -0.746 0.066 5.768  -0.024
C: -0.620 0.578 4.349  -0.498
O: 0.468 0.774 3.861  0.062
C: -1.892 0.812 3.571  -0.015
H: 0.249 -0.050 6.184  0.052
H: -1.307 0.767 6.387  0.085
H: -1.258 -0.900 5.767  0.079
H: -2.504 1.568 4.067  0.083
H: -2.462 -0.117 3.499  0.085
H: -1.640 1.148 2.567  0.065
C: -2.056 -0.879 -4.375  -0.029
C: -0.753 -1.553 -4.724  -0.510
O: 0.306 -1.080 -4.405  0.054
C: -0.841 -2.861 -5.492  -0.034
H: -1.844 0.035 -3.820  0.056
H: -2.609 -0.638 -5.284  0.049
H: -2.662 -1.540 -3.751  0.084
H: -1.348 -2.699 -6.446  0.072
H: -1.403 -3.596 -4.915  0.075
H: 0.162 -3.241 -5.678  0.072
C: 5.038 -0.500 -2.578  -0.076
C: 6.424 -1.057 -2.753  -0.507
O: 7.410 -0.528 -2.290  0.050
C: 6.536 -2.340 -3.550  -0.034
H: 5.079 0.414 -1.993  0.065
H: 4.593 -0.282 -3.550  0.088
H: 4.401 -1.218 -2.063  0.046
H: 6.147 -2.188 -4.558  0.079
H: 5.955 -3.129 -3.069  0.081
H: 7.579 -2.645 -3.608  0.072
C: 3.490 2.109 6.643  -0.016
C: 2.895 1.102 7.587  -0.495
O: 1.700 1.006 7.746  0.049
C: 3.864 0.207 8.330  -0.025
H: 2.697 2.697 6.189  0.089
H: 4.164 2.771 7.191  0.086
H: 4.044 1.605 5.849  0.060
H: 4.539 0.811 8.937  0.079
H: 4.456 -0.370 7.619  0.082
H: 3.312 -0.473 8.975  0.075
C: -7.589 3.113 -0.591  -0.031
C: -6.145 2.658 -0.539  -0.496
O: -5.293 3.313 0.005  0.077
C: -5.807 1.345 -1.203  -0.018
H: -7.689 4.067 -0.079  0.075
H: -7.908 3.225 -1.628  0.079
H: -8.231 2.376 -0.105  0.078
H: -6.056 1.388 -2.264  0.086
H: -6.375 0.534 -0.741  0.082
H: -4.740 1.159 -1.095  0.068
C: 5.119 -0.637 3.275  -0.019
C: 4.308 0.604 2.967  -0.471
O: 4.403 1.594 3.665  0.032
C: 3.396 0.566 1.772  -0.055
H: 5.741 -0.447 4.149  0.072
H: 4.468 -1.488 3.465  0.058
H: 5.760 -0.874 2.425  0.086
H: 2.665 -0.229 1.884  0.056
H: 3.968 0.372 0.863  0.052
H: 2.885 1.520 1.673  0.073
C: -5.587 -0.182 -8.799  -0.026
C: -5.226 -0.711 -7.429  -0.498
O: -4.297 -0.267 -6.803  0.077
C: -6.088 -1.825 -6.880  -0.023
H: -4.895 0.610 -9.074  0.081
H: -5.529 -0.983 -9.537  0.082
H: -6.603 0.214 -8.792  0.082
H: -6.049 -2.691 -7.544  0.082
H: -7.124 -1.493 -6.798  0.082
H: -5.724 -2.111 -5.896  0.081
C: 1.783 -4.897 2.499  -0.029
C: 1.910 -3.389 2.499  -0.483
O: 2.959 -2.855 2.222  0.066
C: 0.671 -2.613 2.858  -0.007
H: 2.737 -5.343 2.225  0.077
H: 1.492 -5.247 3.490  0.079
H: 1.023 -5.205 1.780  0.083
H: 0.342 -2.888 3.863  0.086
H: -0.128 -2.839 2.150  0.094
H: 0.866 -1.548 2.831  0.057

Entry 4:
Formula: C26H55BrIN5O17P3S2
Source: the Open Molecules 2025 dataset
Level of theory: the ωB97M-V functional and the def2-TZVPD basis

Output
Kohn-Sham gap, eV: 6.217
Electronic energy, eV: -197760.2062
Total charge: +1

Last column: Löwdin charge in e.
Atoms and positions in Å:
C: 1.891 3.038 1.188  -0.012
C: 1.613 2.368 2.664  -0.264
O: 1.638 3.250 3.704  -0.052
N: 1.386 0.939 3.008  -0.108
C: 1.019 0.675 4.443  -0.065
C: 2.258 -0.081 2.375  -0.175
C: 1.537 -0.647 1.021  -0.151
C: 0.215 0.164 0.504  -0.067
O: -0.503 -0.786 -0.414  -0.174
N: -1.636 -0.084 -0.739  -0.043
O: -1.890 -0.215 -1.926  0.058
O: 2.445 -0.763 -0.156  -0.108
C: 3.529 -1.619 0.342  -0.387
C: 4.400 -2.281 -0.924  -0.205
C: 3.612 -3.719 -1.255  -0.226
C: 4.188 -4.878 -0.197  -0.609
Br: 4.290 -6.714 -1.041  0.540
C: 4.515 -0.761 1.387  -0.899
S: 5.423 -2.074 2.352  0.755
I: 5.838 0.375 -0.013  1.101
N: 3.738 0.263 2.219  -0.110
C: 4.307 0.516 3.601  -0.169
C: 5.860 1.136 3.579  -0.176
C: 5.842 2.739 3.251  -0.245
C: 6.862 3.228 2.066  -0.479
S: 5.805 4.182 0.818  0.818
C: 6.583 4.187 -0.885  -0.460
N: 7.656 5.099 -1.445  0.004
N: 7.880 4.747 -2.791  -0.017
C: 6.976 3.591 -3.181  -0.015
O: 6.180 3.253 -1.986  -0.198
H: 2.485 4.059 1.346  0.114
H: 0.871 3.314 0.687  0.106
H: 2.536 2.373 0.473  0.081
H: 0.170 1.373 4.853  0.127
H: 1.909 0.683 5.205  0.102
H: 0.573 -0.431 4.482  0.126
H: 2.272 -1.011 3.129  0.195
H: 1.163 -1.764 1.224  0.184
H: 0.458 1.099 -0.197  0.146
H: -0.578 0.416 1.340  0.157
H: 3.173 -2.553 0.972  0.132
H: 5.490 -2.618 -0.583  0.096
H: 4.395 -1.610 -1.882  0.111
H: 3.844 -4.132 -2.325  0.106
H: 2.449 -3.649 -1.012  0.127
H: 3.502 -4.975 0.771  0.079
H: 5.267 -4.642 0.195  0.055
H: 6.812 -1.892 2.054  -0.048
H: 3.897 1.171 1.684  0.113
H: 3.704 1.372 4.179  0.144
H: 4.213 -0.418 4.339  0.146
H: 6.604 0.496 2.947  0.063
H: 6.227 1.034 4.711  0.142
H: 6.032 3.323 4.251  0.134
H: 4.723 3.005 2.934  0.087
H: 7.573 4.050 2.560  0.104
H: 7.518 2.384 1.589  0.060
H: 6.863 2.997 -4.183  0.148
C: 2.620 4.136 -4.269  -0.135
O: 1.586 5.111 -4.335  -0.334
P: 0.223 4.975 -3.278  0.781
O: 1.145 4.886 -2.057  -0.267
O: -0.040 3.458 -3.886  -0.320
C: -0.432 3.349 -5.244  -0.120
O: -1.140 4.839 -2.221  -0.254
C: -2.066 3.780 -2.325  -0.126
H: 3.571 4.646 -4.107  0.088
H: 2.463 3.399 -3.477  0.080
H: 2.658 3.616 -5.229  0.085
H: 0.238 2.640 -5.740  0.094
H: -0.386 4.307 -5.762  0.088
H: -1.450 2.958 -5.297  0.086
H: -1.584 2.820 -2.109  0.077
H: -2.532 3.774 -3.312  0.089
H: -2.851 3.939 -1.579  0.096
C: -5.046 -4.833 3.690  -0.133
O: -4.435 -5.654 2.699  -0.338
P: -3.081 -5.045 1.812  0.778
O: -2.348 -4.702 3.113  -0.259
O: -4.018 -3.761 1.350  -0.316
C: -5.118 -4.020 0.493  -0.119
O: -1.727 -4.436 0.924  -0.261
C: -1.845 -3.355 0.024  -0.145
H: -5.063 -5.380 4.634  0.093
H: -4.532 -3.880 3.831  0.083
H: -6.075 -4.635 3.379  0.084
H: -6.014 -3.578 0.940  0.087
H: -5.281 -5.088 0.347  0.091
H: -4.943 -3.546 -0.475  0.081
H: -2.130 -2.440 0.554  0.081
H: -2.559 -3.591 -0.767  0.093
H: -0.867 -3.188 -0.438  0.078
C: -8.420 -1.830 -4.064  -0.133
O: -7.653 -1.174 -3.060  -0.349
P: -8.030 -1.444 -1.393  0.766
O: -7.937 -2.961 -1.590  -0.248
O: -9.575 -0.939 -1.707  -0.312
C: -9.766 0.421 -2.062  -0.124
O: -8.407 -1.714 0.273  -0.264
C: -9.620 -1.279 0.848  -0.126
H: -7.741 -2.383 -4.716  0.092
H: -9.166 -2.515 -3.653  0.087
H: -8.932 -1.066 -4.654  0.083
H: -10.343 0.456 -2.992  0.095
H: -8.820 0.943 -2.208  0.084
H: -10.339 0.922 -1.280  0.084
H: -10.472 -1.795 0.392  0.101
H: -9.721 -0.196 0.756  0.085
H: -9.602 -1.530 1.913  0.094